This record from the OMol25 dataset describes 10 unconnected molecules or ions with the total composition C20H60O20 in a non-equilibrium geometry. The level of theory is ωB97M-V/def2-TZVPD.

Values from the calculation:
E = -62656.4131 eV
LUMO = -0.036 eV
E_HOMO = -0.348 hartree
energy above the lowest of the compared OMol25 structures with the same formula, charge and spin = 67.6 kcal/mol

Element x y z (Å)
C  2.399  -2.801  4.282
C  2.642  -2.333  2.816
O  1.429  -1.704  2.275
O  2.117  -1.787  5.145
H  3.264  -3.295  4.723
H  1.675  -3.615  4.319
H  2.977  -3.191  2.233
H  3.375  -1.536  2.695
H  1.378  -0.865  2.739
H  2.913  -1.252  5.185
C  -3.798  -0.805  1.353
C  -4.165  -1.118  2.803
O  -4.900  -0.038  3.283
O  -2.850  0.296  1.342
H  -4.730  -0.608  0.824
H  -3.268  -1.605  0.836
H  -3.239  -1.232  3.367
H  -4.752  -2.032  2.894
H  -4.456  0.777  3.040
H  -3.225  1.019  1.849
C  1.902  3.501  1.273
C  2.526  4.882  1.339
O  3.773  5.030  0.655
O  1.307  3.207  0.052
H  1.208  3.440  2.112
H  2.628  2.749  1.584
H  2.525  5.228  2.373
H  1.819  5.543  0.838
H  3.548  4.670  -0.206
H  0.770  2.420  0.173
C  4.130  3.612  -2.870
C  5.615  4.179  -3.159
O  5.612  4.899  -4.363
O  3.273  4.509  -2.167
H  4.277  2.839  -2.116
H  3.631  3.166  -3.731
H  6.247  3.300  -3.288
H  6.063  4.630  -2.273
H  5.265  5.774  -4.172
H  2.701  4.927  -2.815
C  -1.250  -3.851  1.852
C  -2.301  -4.466  0.938
O  -3.489  -4.595  1.649
O  -0.105  -3.655  1.035
H  -1.099  -4.584  2.644
H  -1.675  -2.920  2.229
H  -2.176  -5.459  0.505
H  -2.342  -3.803  0.074
H  -4.187  -4.573  0.990
H  0.344  -2.868  1.350
C  0.184  -4.086  -2.187
C  -1.216  -3.530  -2.656
O  -2.086  -4.521  -3.187
O  0.854  -4.469  -3.382
H  0.107  -4.949  -1.526
H  0.678  -3.234  -1.720
H  -0.980  -2.819  -3.448
H  -1.642  -3.024  -1.790
H  -1.739  -4.824  -4.030
H  1.690  -4.883  -3.156
C  -0.928  0.068  4.180
C  -0.149  1.251  3.564
O  1.206  0.903  3.306
O  -0.331  -0.269  5.456
H  -0.884  -0.897  3.677
H  -1.963  0.376  4.330
H  -0.066  2.138  4.192
H  -0.510  1.533  2.575
H  1.771  1.055  4.067
H  0.589  -0.490  5.291
C  1.189  -1.423  -5.958
C  1.015  -1.014  -4.506
O  1.385  0.334  -4.286
O  0.176  -0.841  -6.740
H  1.174  -2.508  -6.058
H  2.133  -1.072  -6.376
H  1.615  -1.654  -3.860
H  -0.009  -1.190  -4.174
H  1.398  0.341  -3.326
H  0.419  -1.078  -7.638
C  1.357  -0.274  -0.493
C  -0.168  -0.132  -0.373
O  -0.528  1.078  0.224
O  1.730  0.537  -1.567
H  1.630  -1.329  -0.508
H  1.722  0.023  0.491
H  -0.563  -1.019  0.123
H  -0.583  -0.206  -1.378
H  -1.431  0.969  0.529
H  1.908  1.431  -1.267
C  -5.089  2.448  -0.762
C  -3.698  3.081  -1.169
O  -3.742  4.471  -1.108
O  -5.534  2.855  0.551
H  -5.243  1.369  -0.761
H  -5.860  2.737  -1.476
H  -3.406  2.702  -2.149
H  -2.936  2.771  -0.454
H  -3.531  4.707  -0.201
H  -6.443  2.548  0.597

=====

This record from the OMol25 dataset describes a molecular structure, C23H21Cl33N2OS in a non-equilibrium geometry. The level of theory is ωB97M-V/def2-TZVPD.

Values from the calculation:
E = -453269.1219 eV
LUMO = -1.520 eV
E_HOMO = -0.295 hartree

Element x y z (Å)
C  4.900  -0.525  4.234
C  3.730  -0.509  3.415
C  2.753  -0.740  2.089
C  1.733  -2.013  2.214
C  2.106  -3.523  2.750
C  3.621  -3.899  3.231
C  4.593  -3.698  1.747
C  3.712  -3.982  0.287
O  4.845  -4.996  0.929
C  1.000  -4.776  2.793
C  -0.525  -4.473  2.276
C  -0.945  -2.994  1.712
N  -2.293  -2.569  1.172
S  -2.056  -0.879  0.736
N  -0.377  -0.447  1.113
C  0.175  -1.762  1.693
H  5.875  -0.788  4.871
H  3.338  -0.789  1.078
H  2.065  0.236  2.055
H  4.098  -3.198  4.030
H  3.800  -5.044  3.477
H  5.449  -2.779  1.745
H  4.080  -4.484  -0.683
H  4.140  -2.921  -0.063
H  1.341  -5.842  3.187
H  -1.312  -5.344  2.330
C  -2.473  2.229  -2.186
Cl  -4.154  2.768  -2.329
Cl  -1.362  3.592  -2.406
Cl  -2.200  1.452  -0.617
H  -2.278  1.496  -2.972
C  -6.079  5.878  -4.407
Cl  -5.178  6.836  -5.595
Cl  -6.926  6.938  -3.267
Cl  -7.223  4.796  -5.218
H  -5.366  5.268  -3.845
C  -1.323  3.277  -6.637
Cl  -1.748  1.707  -5.934
Cl  -1.088  3.131  -8.388
Cl  -2.573  4.479  -6.276
H  -0.384  3.611  -6.190
C  3.111  -4.337  7.422
Cl  2.341  -3.704  5.957
Cl  1.961  -5.306  8.360
Cl  4.541  -5.298  7.008
H  3.430  -3.491  8.036
C  6.711  0.013  1.044
Cl  5.941  0.646  -0.421
Cl  5.561  -0.956  1.982
Cl  8.141  -0.948  0.630
H  7.030  0.859  1.658
C  -10.612  7.223  -4.361
Cl  -10.646  6.003  -5.646
Cl  -11.506  8.671  -4.856
Cl  -11.280  6.563  -2.859
H  -9.572  7.505  -4.181
C  -2.632  4.764  2.125
Cl  -3.248  4.042  0.629
Cl  -3.960  5.453  3.075
Cl  -1.744  3.562  3.076
H  -1.944  5.571  1.860
C  1.515  5.815  -9.537
Cl  -0.167  6.354  -9.681
Cl  2.626  7.178  -9.757
Cl  1.787  5.037  -7.969
H  1.710  5.082  -10.324
C  -2.074  9.383  -10.881
Cl  -1.661  10.560  -9.622
Cl  -3.822  9.371  -11.172
Cl  -1.196  9.740  -12.378
H  -1.776  8.390  -10.535
C  -0.971  -8.281  8.058
Cl  -0.415  -7.347  6.659
Cl  -1.973  -9.646  7.537
Cl  0.409  -8.851  9.013
H  -1.579  -7.628  8.689
C  3.310  -11.452  8.679
Cl  4.753  -10.958  7.777
Cl  3.076  -10.415  10.097
Cl  1.879  -11.410  7.635
H  3.454  -12.479  9.024

=====

Computed values of HOMO-LUMO gap (unit: eV) for the preceding records, in sequence: 9.45 6.51.